(1)
# C6H9N

C6H9N as an isolated structure (ωB97M-V/def2-TZVPD, OMol25).

Last column: Löwdin charge in e.
Geometry (Å):
C1 1.831 -0.174 -0.308  0.0834
N1 0.660 0.270 -0.125  -0.0556
C2 -0.242 0.669 1.042  -0.1994
C3 -0.950 1.580 0.008  -0.0751
C4 -0.608 0.393 -0.924  -0.2624
C5 -1.398 -0.825 -0.321  -0.1014
C6 -1.115 -0.570 0.993  -0.1927
H1 2.128 -0.488 -1.305  0.0988
H2 2.510 -0.286 0.531  0.1050
H3 0.935 -2.733 -0.726  0.0403
H4 0.268 1.045 1.932  0.1348
H5 -0.422 2.514 -0.220  0.1061
H6 -2.014 1.730 0.188  0.1131
H7 -0.466 0.498 -2.002  0.1252
H8 0.242 -2.454 -0.626  0.0106
H9 -1.359 -1.169 1.866  0.0693

Summary:
calculated total energy	-288.52591	Eh
gap between HOMO and LUMO	7.18	eV
HOMO level	-7.071	eV

(2)
# C55H42ClKNO3P2S

C55H42ClKNO3P2S as an isolated structure at a distorted geometry (ωB97M-V/def2-TZVPD, OMol25).

Last column: Löwdin charge in e.
Geometry (Å):
K1 -0.869 0.210 -0.542  0.5703
O1 3.709 0.949 -0.587  -0.4766
S1 2.659 -0.097 -0.457  0.9292
C1 3.294 -1.502 -1.405  -0.3733
C2 4.680 -1.527 -1.548  -0.0864
C3 5.279 -2.486 -2.343  -0.0691
C4 4.490 -3.403 -3.027  -0.0729
C5 3.113 -3.347 -2.914  -0.1008
C6 2.483 -2.401 -2.098  -0.3435
P1 0.643 -2.288 -2.038  1.1021
C7 0.225 -2.786 -3.749  -0.3721
C8 -0.596 -3.874 -4.031  -0.0805
C9 -0.980 -4.148 -5.338  -0.0877
C10 -0.549 -3.339 -6.377  -0.0960
C11 0.265 -2.247 -6.103  -0.0824
C12 0.643 -1.969 -4.800  -0.1047
C13 0.134 -3.742 -1.058  -0.3684
C14 -1.133 -3.674 -0.483  -0.0956
C15 -1.633 -4.735 0.261  -0.0655
C16 -0.859 -5.869 0.449  -0.0834
C17 0.412 -5.943 -0.107  -0.0866
C18 0.904 -4.887 -0.859  -0.0811
C19 2.793 -0.706 1.232  -0.3360
C20 3.569 -1.806 1.565  -0.0654
C21 3.754 -2.157 2.895  -0.0778
C22 3.178 -1.383 3.888  -0.0749
C23 2.395 -0.288 3.550  -0.0822
C24 2.164 0.069 2.224  -0.3236
P2 0.943 1.378 1.750  1.0779
C25 0.064 1.742 3.308  -0.3568
C26 -0.084 3.056 3.750  -0.0958
C27 -0.917 3.353 4.822  -0.0945
C28 -1.615 2.343 5.467  -0.1000
C29 -1.481 1.032 5.028  -0.0763
C30 -0.657 0.736 3.955  -0.0999
C31 1.935 2.871 1.461  -0.3890
C32 1.602 3.595 0.320  -0.0806
C33 2.277 4.779 0.038  -0.0629
C34 3.285 5.222 0.877  -0.0916
C35 3.632 4.489 2.009  -0.0931
C36 2.955 3.319 2.301  -0.0958
H1 5.257 -0.759 -1.048  0.1119
H2 6.356 -2.505 -2.448  0.1038
H3 4.946 -4.147 -3.669  0.1027
H4 2.504 -4.031 -3.492  0.1086
H5 -0.941 -4.515 -3.230  0.0987
H6 -1.621 -4.998 -5.535  0.0993
H7 -0.850 -3.547 -7.396  0.0972
H8 0.597 -1.597 -6.902  0.1031
H9 1.260 -1.099 -4.602  0.1115
H10 -1.739 -2.783 -0.591  0.0948
H11 -2.617 -4.654 0.707  0.1077
H12 -1.240 -6.693 1.040  0.1002
H13 1.025 -6.822 0.049  0.0980
H14 1.900 -4.952 -1.279  0.0914
H15 4.031 -2.401 0.789  0.0991
H16 4.350 -3.024 3.146  0.1010
H17 3.325 -1.632 4.932  0.1021
H18 1.933 0.293 4.338  0.1008
H19 0.443 3.859 3.250  0.0987
H20 -1.019 4.381 5.147  0.0988
H21 -2.268 2.574 6.299  0.0950
H22 -2.036 0.232 5.505  0.1019
H23 -0.592 -0.281 3.592  0.0782
H24 0.826 3.238 -0.357  0.0760
H25 2.004 5.345 -0.844  0.1067
H26 3.808 6.143 0.647  0.0949
H27 4.429 4.836 2.656  0.0941
H28 3.211 2.741 3.183  0.1061
N1 -1.907 2.838 0.588  0.1142
C37 -1.830 4.136 0.075  -0.2687
C38 -1.734 5.205 0.966  -0.0528
C39 -1.598 6.507 0.511  -0.1193
C40 -1.564 6.760 -0.851  -0.1213
C41 -1.669 5.693 -1.735  -0.0510
C42 -1.796 4.372 -1.313  -0.1502
C43 -1.902 3.271 -2.325  -0.2667
C44 -2.969 3.348 -3.230  -0.0740
C45 -3.115 2.392 -4.224  -0.1289
C46 -2.181 1.365 -4.303  -0.1321
C47 -1.136 1.319 -3.388  -0.2149
C48 -0.923 2.255 -2.347  -0.1344
H29 -2.301 2.776 1.515  0.0940
H30 -2.311 2.164 -0.047  0.0330
H31 -1.763 5.000 2.032  0.0944
H32 -1.518 7.321 1.222  0.0898
H33 -1.454 7.769 -1.228  0.0856
H34 -1.638 5.872 -2.804  0.1100
H35 -3.695 4.152 -3.146  0.0995
H36 -3.948 2.443 -4.917  0.0821
H37 -2.273 0.603 -5.073  0.0825
H38 -0.429 0.489 -3.499  0.0421
Cl1 -5.600 -3.894 4.165  0.5945
C49 -4.304 -3.056 3.338  -0.6921
C50 -2.981 -3.242 3.773  -0.1219
C51 -1.950 -2.602 3.148  -0.0276
C52 -2.148 -1.708 2.032  -0.4186
O2 -1.164 -1.141 1.486  -0.1823
C53 -3.520 -1.554 1.609  -0.1284
C54 -3.942 -0.743 0.481  -0.2198
O3 -3.241 -0.090 -0.276  -0.1007
C55 -4.558 -2.233 2.279  -0.0923
H39 -2.788 -3.908 4.606  0.0984
H40 -0.924 -2.759 3.460  0.1130
H41 -5.039 -0.768 0.313  0.1209
H42 -5.578 -2.093 1.938  0.1054

Summary:
calculated total energy	-4542.63227	Eh
gap between HOMO and LUMO	5.81	eV
charge	-1
HOMO level	-3.653	eV

(3)
# C2H4N4

C2H4N4 as an isolated structure at a distorted geometry (ωB97M-V/def2-TZVPD, OMol25).

Last column: Löwdin charge in e.
Geometry (Å):
C1 -1.453 0.338 -0.057  -0.2897
C2 1.220 0.147 0.158  -0.2257
N1 -0.033 0.846 0.066  -0.1869
N2 -0.253 1.642 -0.863  0.1470
N3 -1.776 -0.865 -0.233  0.0988
N4 1.267 -0.989 0.692  0.1372
H1 -1.005 -1.513 -0.368  0.0320
H2 2.193 -1.410 0.672  0.0653
H3 -2.175 1.080 0.255  0.1044
H4 2.016 0.724 -0.322  0.1176

Summary:
calculated total energy	-297.46573	Eh
gap between HOMO and LUMO (alpha / beta)	7.98 / 7.99	eV
HOMO level (alpha / beta)	-8.498 / -8.497	eV

(4)
# C4H8NO2

C4H8NO2 as an isolated structure at a distorted geometry (ωB97M-V/def2-TZVPD, OMol25).

Last column: Löwdin charge in e.
Geometry (Å):
C1 1.423 -0.195 2.019  -0.0606
C2 0.848 -0.282 0.623  -0.5823
N1 0.319 0.897 0.201  0.0885
C3 -0.263 0.604 -1.083  -0.2730
C4 -1.843 0.271 -1.361  -0.4482
O1 -2.496 0.405 -2.620  -0.4092
O2 1.312 -1.489 0.067  -0.0415
H1 2.374 -0.737 2.246  0.0718
H2 0.647 -0.483 2.691  0.0477
H3 1.633 1.002 1.894  0.1233
H4 0.129 -1.255 0.253  0.2082
H5 -0.043 1.525 -1.696  0.1112
H6 0.169 -0.219 -1.573  0.0644
H7 -1.794 -0.756 -1.100  0.0407
H8 -2.415 0.711 -0.561  0.0590

Summary:
calculated total energy	-362.24981	Eh
gap between HOMO and LUMO	5.86	eV
charge	-1
HOMO level	-2.645	eV

(5)
# C5H6S2

C5H6S2 in the gas phase at a distorted geometry (ωB97M-V/def2-TZVPD, OMol25).

Last column: Löwdin charge in e.
Geometry (Å):
C1 2.373 1.422 -0.301  -0.0128
C2 1.387 0.636 0.072  -0.6187
C3 0.027 1.017 0.482  -0.2577
C4 -1.007 0.001 0.132  -0.8461
S1 -2.572 0.312 -0.182  0.7447
C5 -0.401 -1.311 0.044  -0.4678
S2 1.446 -1.164 -0.016  0.9207
H1 2.183 2.479 -0.364  0.0650
H2 3.343 1.061 -0.557  0.0535
H3 -0.020 1.117 1.582  0.1478
H4 -0.323 1.994 0.044  0.1361
H5 -0.714 -1.656 -0.906  0.0658
H6 -0.734 -1.950 0.793  0.0692

Summary:
calculated total energy	-990.44627	Eh
gap between HOMO and LUMO	8.31	eV
SMILES	C=C1CC(=S)CS1
HOMO level	-8.654	eV

(6)
# C2H5N3S

C2H5N3S in the gas phase at a distorted geometry (ωB97M-V/def2-TZVPD, OMol25).

Last column: Löwdin charge in e.
Geometry (Å):
C1 -1.000 -1.779 1.172  -0.0572
N1 -1.491 -0.540 1.039  -0.5229
S1 -1.056 0.790 0.415  0.8690
C2 0.549 0.776 -0.392  -0.4826
N2 1.355 -0.222 -0.693  -0.1583
N3 2.234 0.137 -1.726  -0.0939
H1 -1.697 -2.483 1.565  0.0430
H2 0.043 -1.948 0.742  0.0706
H3 0.759 1.856 -0.869  0.1016
H4 2.846 1.035 -1.478  0.1161
H5 2.963 -0.700 -1.623  0.1146

Summary:
calculated total energy	-641.52970	Eh
gap between HOMO and LUMO	8.63	eV
SMILES	C=NS/C=N/N
HOMO level	-8.311	eV

(7)
# C2H6OPS

An isolated ion of composition C2H6OPS and charge -1 at a distorted geometry (ωB97M-V/def2-TZVPD, OMol25).

Last column: Löwdin charge in e.
Geometry (Å):
C1 0.328 0.095 -1.376  -0.2767
P1 -0.850 -0.236 0.029  -0.1114
C2 0.369 0.138 1.298  -0.2994
O1 -1.075 -1.747 -0.110  -0.5253
S1 -2.372 0.932 0.002  0.0369
H1 -0.180 -0.315 -2.192  -0.0148
H2 0.764 1.109 -1.582  0.0340
H3 1.255 -0.512 -0.934  0.0582
H4 -0.163 -0.043 2.255  0.0323
H5 1.225 -0.579 1.285  0.0436
H6 0.700 1.159 1.326  0.0225

Summary:
calculated total energy	-894.68491	Eh
gap between HOMO and LUMO	7.84	eV
charge	-1
SMILES	CP(C)([O-])=S
HOMO level	-3.862	eV

(8)
# C5H13NO

C5H13NO in the gas phase at a distorted geometry (ωB97M-V/def2-TZVPD, OMol25).

Last column: Löwdin charge in e.
Geometry (Å):
C1 1.128 0.188 -2.683  -0.1004
C2 0.707 -1.000 -1.731  -0.2230
C3 0.991 -0.546 -0.276  -0.2308
N1 -0.180 0.301 0.175  -0.0817
C4 -0.175 0.811 1.542  -0.2336
C5 -1.556 0.695 2.199  -0.2674
O1 -1.778 -0.583 2.750  -0.0666
H1 1.541 -0.220 -3.599  0.0549
H2 0.212 0.744 -2.894  0.0618
H3 1.832 0.901 -2.272  0.0614
H4 1.345 -1.877 -1.995  0.1021
H5 -0.293 -1.393 -1.806  0.0866
H6 1.033 -1.407 0.420  0.1062
H7 1.903 0.004 -0.128  0.0974
H8 -1.014 -0.208 -0.106  0.0921
H9 0.561 0.471 2.275  0.1179
H10 0.061 1.869 1.381  0.1075
H11 -1.519 1.436 2.988  0.1059
H12 -2.329 0.916 1.431  0.1254
H13 -2.469 -1.105 2.331  0.0842

Summary:
calculated total energy	-328.25406	Eh
gap between HOMO and LUMO	9.32	eV
SMILES	CCCNCCO
HOMO level	-8.443	eV

(9)
# C2H10NS

A 2-piece molecular cluster, C2H10NS overall at a distorted geometry (ωB97M-V/def2-TZVPD, OMol25).

Last column: Löwdin charge in e.
Geometry (Å):
N1 1.243 -1.884 -1.748  0.2824
H1 1.252 -2.826 -1.317  0.1710
H2 1.160 -2.156 -2.715  0.1428
H3 2.301 -1.671 -1.714  0.1963
H4 0.787 -1.060 -1.413  -0.0177
C1 -0.408 2.065 0.133  -0.3929
S1 -0.065 0.216 0.309  0.6865
C2 -1.112 -0.004 1.863  -0.3380
H5 0.247 2.561 0.963  0.0672
H6 0.003 2.385 -0.895  0.0499
H7 -1.425 2.508 0.237  0.0492
H8 -0.594 0.356 2.699  0.0136
H9 -1.370 -1.082 1.947  0.0466
H10 -2.018 0.592 1.652  0.0432

Summary:
calculated total energy	-534.84700	Eh
gap between HOMO and LUMO	8.41	eV
charge	+1
HOMO level	-12.532	eV